Record 1
Molecular formula: C28H73BN6O10
Method: DFT, the ωB97M-V functional and the def2-TZVPD basis

## Properties
Maximum force: 1.130 eV/Å
Kohn-Sham gap: 9.06 eV
SMILES: O=C1OCC[C@@H]1B(O)O.COC[C@@H](C)N.COC[C@@H](C)N.COC[C@@H](C)N.COC[C@@H](C)N.COC[C@@H](C)N.COC[C@@H](C)N
Spin multiplicity: 1
Energy: -60311.5439 eV

Last column: Mulliken charge in e.
Positions of all 118 atoms, in Å:
O (-3.873, 2.304, -2.090)  -0.49
O (2.558, -3.696, -3.664)  -0.40
O (0.350, 4.588, -1.713)  -0.57
O (-1.940, 1.309, -1.462)  -0.67
O (9.218, -0.379, -2.786)  -0.38
O (3.931, -5.361, 1.851)  -0.31
O (-2.969, 1.123, -5.163)  -0.08
O (-0.314, 3.290, -3.520)  -0.66
O (-3.655, 3.176, 2.355)  -0.37
O (-4.856, 6.980, 8.778)  -0.38
N (-1.141, -0.960, -4.336)  -0.60
N (5.022, -4.568, 4.415)  -0.75
N (0.443, -2.855, -1.869)  -0.66
N (-5.048, 1.216, 0.738)  -0.68
N (-4.593, 5.881, 6.112)  -0.59
N (6.558, -1.435, -2.331)  -0.53
C (3.592, -6.066, 3.027)  -0.74
C (-3.453, -0.072, -4.571)  -0.72
C (-2.561, 2.319, -1.690)  0.85
C (4.821, -6.029, 0.979)  -0.48
C (8.082, 0.454, -2.901)  -0.67
C (4.617, -5.954, 4.163)  0.39
C (-4.177, 0.797, 1.839)  0.43
C (3.852, -3.811, -3.098)  -0.48
C (1.836, -4.436, -0.646)  -1.54
C (1.605, -4.622, -3.189)  -0.78
C (-6.531, 4.808, 7.124)  -1.41
C (-4.583, 5.607, 8.590)  -0.84
C (-3.139, 1.869, 2.197)  -0.55
C (-2.523, -1.902, -6.111)  -1.62
C (-5.037, 0.343, 3.014)  -1.58
C (-3.199, 1.260, -6.553)  -0.94
C (-6.169, 7.286, 9.208)  -0.64
C (-2.102, 3.772, -1.676)  -0.09
C (6.773, -0.282, -3.211)  0.32
C (0.939, -4.233, -1.862)  0.58
C (-2.520, -1.278, -4.718)  0.58
C (-5.028, 5.044, 7.234)  0.53
C (9.837, -0.736, -4.006)  -0.64
C (6.646, -0.738, -4.661)  -1.47
C (-4.224, 3.457, 3.623)  -0.72
C (5.865, -6.806, 3.959)  -1.40
C (-3.226, 4.504, -2.447)  -0.79
C (-3.929, 3.323, -3.102)  -0.12
B (-0.643, 3.873, -2.332)  0.57
H (-5.545, -0.588, 2.765)  0.38
H (-4.461, -0.293, -4.946)  0.47
H (-2.391, 0.820, -7.141)  0.25
H (7.249, -1.624, -4.862)  0.31
H (4.106, -4.857, -2.892)  0.30
H (-4.538, 4.071, 7.127)  0.33
H (9.394, -1.639, -4.435)  0.23
H (5.865, -5.819, 1.227)  0.25
H (-6.747, 4.167, 6.270)  0.28
H (-4.432, 0.172, 3.907)  0.36
H (3.943, -3.222, -2.184)  0.17
H (-4.902, 6.831, 6.297)  0.25
H (-1.129, -0.650, -3.367)  0.22
H (-4.151, 0.808, -6.845)  0.36
H (9.780, 0.077, -4.736)  0.30
H (-6.560, 6.516, 9.879)  0.30
H (-2.801, 5.170, -3.192)  0.31
H (2.354, -5.395, -0.688)  0.23
H (-5.005, 5.019, 9.417)  0.44
H (-4.157, 4.528, 3.794)  0.28
H (6.411, -6.900, 4.897)  0.35
H (-0.238, -2.747, -2.616)  0.20
H (4.634, -5.654, -0.028)  0.02
H (0.830, -4.663, -3.959)  0.37
H (-2.564, 1.579, 3.087)  0.46
H (-3.690, 2.938, 4.425)  0.32
H (-5.809, 1.074, 3.257)  0.31
H (-2.886, -2.035, -4.019)  0.36
H (-3.546, 0.152, -3.506)  0.10
H (-1.095, 3.040, -4.016)  0.34
H (-2.431, 1.938, 1.366)  0.16
H (2.656, -5.618, 3.371)  0.33
H (-4.966, 3.449, -3.362)  0.44
H (4.207, -4.020, 4.670)  0.27
H (-3.291, 3.025, -3.926)  -0.16
H (-1.946, -1.310, -6.821)  0.31
H (4.566, -3.411, -3.816)  0.16
H (2.053, -5.624, -3.124)  0.41
H (-2.038, 4.114, -0.649)  0.34
H (4.655, -7.110, 0.988)  0.33
H (1.212, -2.256, -2.154)  0.32
H (-3.579, 5.943, 6.116)  0.29
H (-5.281, 3.181, 3.651)  0.23
H (5.964, 0.430, -3.022)  0.34
H (-3.236, 2.327, -6.779)  0.30
H (8.269, 1.249, -3.636)  0.40
H (6.951, 0.050, -5.352)  0.39
H (5.610, -0.997, -4.881)  0.31
H (7.390, -2.016, -2.374)  0.26
H (6.522, -1.119, -1.366)  0.26
H (0.246, 4.532, -0.765)  0.33
H (4.118, -6.318, 5.066)  0.41
H (-6.851, 7.413, 8.363)  0.22
H (2.583, -3.647, -0.560)  0.20
H (0.073, -4.893, -1.745)  0.44
H (-0.852, -0.140, -4.861)  0.28
H (10.885, -0.942, -3.793)  0.26
H (5.329, -4.170, 3.533)  0.32
H (-3.851, 5.080, -1.779)  0.34
H (-3.539, -2.009, -6.496)  0.36
H (-4.466, 1.431, -0.065)  0.22
H (3.379, -7.117, 2.790)  0.41
H (1.246, -4.415, 0.270)  0.44
H (-3.608, -0.071, 1.494)  0.42
H (-5.456, 2.112, 0.992)  0.36
H (6.546, -6.359, 3.235)  0.28
H (-7.077, 5.739, 6.971)  0.30
H (7.978, 0.935, -1.926)  0.35
H (5.608, -7.809, 3.614)  0.34
H (-6.123, 8.230, 9.749)  0.26
H (-6.923, 4.323, 8.019)  0.36
H (-2.068, -2.892, -6.077)  0.38
H (-3.496, 5.518, 8.654)  0.35

=====

Record 2
Molecular formula: C2H4N4
Method: DFT, the ωB97M-V functional and the def2-TZVPD basis

## Properties
Maximum force: 2.136 eV/Å
Kohn-Sham gap (alpha / beta): 8.56 / 8.56 eV
Spin multiplicity: 1
Energy: -8094.3650 eV
Relative energy (zero: lowest compared OMol25 entry of this formula, charge and spin): 477.5 kJ/mol

Last column: Mulliken charge in e.
Positions of all 10 atoms, in Å:
N (1.000, 1.000, 0.027)  0.39
N (2.180, 1.133, 0.000)  -0.51
N (0.257, 0.047, 0.077)  -0.10
N (2.386, -1.254, 0.026)  -0.42
C (-1.154, -0.018, 0.032)  -0.69
C (2.971, -0.214, -0.018)  0.15
H (-1.468, -0.466, -0.914)  0.25
H (-1.599, 0.975, 0.134)  0.33
H (3.998, 0.103, -0.072)  0.36
H (-1.504, -0.659, 0.842)  0.24

=====

Record 3
Molecular formula: C6H9N
Method: DFT, the ωB97M-V functional and the def2-TZVPD basis

## Properties
Maximum force: 0.431 eV/Å
Kohn-Sham gap: 10.06 eV
SMILES: CC1=CC=N[C@H]1C
Spin multiplicity: 1
Energy: -7857.4361 eV
Relative energy (zero: lowest compared OMol25 entry of this formula, charge and spin): 69.8 kJ/mol

Last column: Mulliken charge in e.
Positions of all 16 atoms, in Å:
N (-0.233, -1.204, -1.508)  -0.62
C (-1.295, -0.987, 0.537)  -0.38
C (-1.221, -1.607, -0.793)  -0.42
C (-0.240, -0.162, 0.636)  0.39
C (0.959, 0.987, -1.339)  -1.35
C (0.123, 0.755, 1.767)  -1.28
C (0.550, -0.313, -0.650)  0.68
H (1.484, 0.758, -2.270)  0.36
H (0.087, 1.608, -1.575)  0.31
H (-2.074, -1.160, 1.275)  0.41
H (1.633, 1.567, -0.697)  0.35
H (-1.904, -2.372, -1.164)  0.41
H (1.125, 0.542, 2.157)  0.30
H (0.123, 1.805, 1.446)  0.31
H (1.470, -0.879, -0.417)  0.20
H (-0.587, 0.663, 2.596)  0.34

=====

Record 4
Molecular formula: C4H5AgO3
Method: DFT, the ωB97M-V functional and the def2-TZVPD basis

## Properties
Maximum force: 2.895 eV/Å
Kohn-Sham gap (alpha / beta): 6.05 / 6.06 eV
Spin multiplicity: 2
Charge: +1
Energy: -14359.8034 eV
Relative energy (zero: lowest compared OMol25 entry of this formula, charge and spin): 45.2 kJ/mol

Last column: Löwdin spin population.
Positions of all 13 atoms, in Å:
Ag (4.982, -2.100, 0.068)  0.00
O (3.301, -0.221, 0.314)  0.26
O (1.854, 3.246, -1.861)  0.00
O (1.435, 0.850, 0.879)  0.17
C (2.153, 0.106, 0.127)  0.55
C (0.982, 5.429, -1.619)  0.00
C (0.901, 4.023, -1.966)  0.00
C (-0.116, 6.195, -1.707)  0.00
H (-0.095, 7.254, -1.453)  0.00
H (0.459, 0.975, 0.550)  0.01
H (-0.090, 3.632, -2.266)  0.00
H (-1.079, 5.764, -1.997)  0.00
H (1.933, 5.808, -1.239)  0.00

=====

Record 5
Molecular formula: C13H8N2O2S
Method: DFT, the ωB97M-V functional and the def2-TZVPD basis

## Properties
Maximum force: 8.333 eV/Å
Kohn-Sham gap: 6.97 eV
SMILES: [H]/N=C1/C(=O)NC(=O)c2cc(-c3ccccc3)sc21
Spin multiplicity: 1
Energy: -31519.4191 eV

Last column: Mulliken charge in e.
Positions of all 26 atoms, in Å:
S (0.221, 0.033, -1.692)  -0.44
O (-1.572, -4.893, -2.373)  -0.60
O (-1.913, -3.015, 1.612)  -0.65
N (-1.414, -4.052, -0.322)  -0.04
N (-0.729, -2.218, -3.525)  -0.73
C (-1.284, -3.832, -1.721)  0.14
C (-0.565, -0.586, 0.747)  -0.69
C (0.656, 1.643, 0.525)  1.09
C (1.579, 2.448, -0.211)  -0.42
C (0.137, 0.413, 0.042)  0.46
C (2.028, 3.605, 0.216)  -0.55
C (-0.989, -2.533, -2.325)  0.95
C (0.392, 2.044, 1.829)  -0.25
C (1.653, 4.102, 1.502)  -0.46
C (-1.391, -2.950, 0.456)  0.10
C (-0.889, -1.688, -0.059)  -0.06
C (-0.593, -1.481, -1.418)  0.53
C (0.831, 3.284, 2.304)  -0.62
H (2.834, 4.062, -0.455)  0.27
H (-0.585, -1.223, -3.656)  0.28
H (-0.967, -0.520, 1.840)  0.25
H (-1.597, -4.965, 0.078)  0.27
H (-0.170, 1.560, 2.672)  0.16
H (1.983, 5.076, 1.863)  0.37
H (1.838, 2.132, -1.222)  0.25
H (0.505, 3.555, 3.291)  0.39

=====

Record 6
Molecular formula: C6H12N2OOsP
Method: DFT, the ωB97M-V functional and the def2-TZVPD basis

## Properties
Maximum force: 6.756 eV/Å
Kohn-Sham gap (alpha / beta): 6.02 / 8.26 eV
Spin multiplicity: 5
Charge: +1
Energy: -23184.9892 eV
Relative energy (zero: lowest compared OMol25 entry of this formula, charge and spin): 234.4 kJ/mol

Last column: Löwdin spin population.
Positions of all 23 atoms, in Å:
Os (-0.542, 0.061, -0.703)  1.96
P (-0.100, 2.098, 0.450)  0.10
O (-0.047, -0.112, 1.507)  0.16
N (1.081, -0.192, 3.455)  0.00
N (-1.149, -0.193, 3.514)  0.00
C (-0.431, -1.226, -2.530)  0.13
C (0.090, 0.057, -2.626)  0.13
C (-0.367, -1.894, -1.311)  0.13
C (0.961, 0.616, -1.699)  0.57
C (0.318, -1.541, -0.178)  0.61
C (-0.048, -0.183, 2.770)  0.02
H (-1.072, 2.659, 1.336)  0.01
H (0.033, 3.327, -0.216)  0.00
H (-0.760, -1.791, -3.414)  0.00
H (-1.159, -0.236, 4.518)  0.00
H (0.001, 0.530, -3.604)  0.03
H (1.561, 1.426, -2.028)  0.05
H (1.909, -0.227, 2.940)  0.00
H (0.364, -2.218, 0.657)  0.06
H (0.952, 2.423, 1.353)  0.01
H (1.146, -0.229, 4.454)  0.00
H (-2.010, -0.231, 3.059)  0.00
H (-0.731, -2.917, -1.272)  0.02

=====

Record 7
Molecular formula: C4H5NO
Method: DFT, the ωB97M-V functional and the def2-TZVPD basis

## Properties
Maximum force: 1.838 eV/Å
Kohn-Sham gap: 10.37 eV
SMILES: C=CC(=O)N=C
Spin multiplicity: 1
Energy: -7764.9731 eV
Relative energy (zero: lowest compared OMol25 entry of this formula, charge and spin): 149.9 kJ/mol

Last column: Mulliken charge in e.
Positions of all 11 atoms, in Å:
O (1.142, 2.045, 0.082)  -0.54
N (1.095, -0.166, 0.626)  -0.39
C (-1.694, -0.150, 0.199)  -0.59
C (0.541, 1.000, 0.193)  0.57
C (1.552, -1.087, -0.103)  -0.21
C (-0.889, 0.817, -0.228)  -0.20
H (-1.315, -1.027, 0.700)  0.26
H (1.851, -2.012, 0.379)  0.27
H (1.775, -1.001, -1.168)  0.25
H (-1.297, 1.695, -0.714)  0.33
H (-2.759, -0.113, 0.034)  0.26

=====

Record 8
Molecular formula: C3H7OPS2
Method: DFT, the ωB97M-V functional and the def2-TZVPD basis

## Properties
Maximum force: 4.302 eV/Å
Kohn-Sham gap (alpha / beta): 7.05 / 7.02 eV
Spin multiplicity: 3
Energy: -36228.2066 eV
Relative energy (zero: lowest compared OMol25 entry of this formula, charge and spin): 0.0 kJ/mol

Last column: Löwdin spin population.
Positions of all 14 atoms, in Å:
S (1.256, 0.876, -1.545)  0.18
S (1.783, 0.485, 1.663)  0.18
P (1.908, -0.560, -0.149)  0.42
O (3.257, -1.018, -0.437)  0.22
C (0.114, -2.513, -0.204)  0.83
C (0.528, 2.077, -0.403)  0.02
C (0.295, 1.424, 1.000)  0.01
H (-0.794, -1.947, -0.450)  0.05
H (1.122, 2.975, -0.232)  0.00
H (-0.490, 0.674, 1.189)  0.00
H (-0.459, 2.382, -0.862)  0.00
H (0.119, 2.239, 1.689)  0.00
H (0.489, -3.134, -0.955)  0.05
H (0.131, -2.992, 0.857)  0.04